DFT (ωB97M-V/def2-TZVPD) results for C49H47Cl2N7O4W as an isolated structure.

- Charge: +2
- Energy above the lowest of the compared OMol25 structures with the same formula, charge and spin: 95.4 kJ/mol
- HOMO-LUMO gap: 0.2239 hartree
- E_tot: -3566.71244 hartree
- Lowest unoccupied orbital energy: -7.5 eV
- HOMO: -13.55 eV

Last column: Löwdin charge in e.
Atoms and positions in Å:
W  -0.05052  0.45934  -0.30177  1.9321
Cl  -6.10525  3.77960  0.77190  0.7660
C  -4.50382  3.38627  0.30921  -0.6611
C  -4.01322  2.10640  0.55560  -0.0180
C  -2.70492  1.78654  0.20865  -0.2377
N  -2.02881  0.55169  0.37408  -0.0449
C  -2.65655  -0.52131  0.94664  -0.4263
O  -3.70459  -0.53601  1.54938  0.1385
C  -1.87920  -1.78105  0.65172  -0.1489
C  -2.48636  -3.01679  0.83037  0.0481
C  -1.84119  -4.15497  0.36920  0.0100
C  -0.58082  -4.00504  -0.19428  -0.0075
C  -0.00934  -2.74538  -0.25967  -0.0955
N  -0.65074  -1.62669  0.11189  0.0049
C  -1.88837  2.77019  -0.40272  -0.2570
C  -2.37850  4.04775  -0.64216  -0.0287
C  -3.69278  4.35713  -0.29965  -0.6721
Cl  -4.30152  5.92483  -0.63370  0.7540
N  -0.57277  2.32726  -0.67009  -0.0398
C  0.42180  2.57109  0.26848  -0.2678
O  -0.05077  3.41820  1.41796  0.0433
C  1.70019  3.12703  -0.24199  -0.2287
C  2.51187  4.04091  0.42279  0.0193
C  3.71205  4.39907  -0.17402  -0.0195
C  4.04296  3.85588  -1.40590  -0.0154
C  3.16022  2.96064  -1.99375  -0.0973
N  2.02840  2.57266  -1.41884  0.1098
H  -4.65265  1.37350  1.02153  0.1184
H  -3.45746  -3.05433  1.30570  0.1389
H  -2.29999  -5.13036  0.45036  0.1336
H  -0.04638  -4.85916  -0.57681  0.1173
H  1.01029  -2.62512  -0.60616  0.1148
H  -1.76634  4.78593  -1.13543  0.1340
H  2.22514  4.45627  1.37569  0.1226
H  4.37255  5.09453  0.31965  0.1239
H  4.96502  4.12048  -1.89705  0.1196
H  3.36620  2.52226  -2.95865  0.1245
C  0.77096  -3.65658  3.02272  -0.0490
C  1.26778  -2.20821  3.04364  -0.3631
C  2.57637  -2.12489  3.84157  -0.0342
C  0.23338  -1.28814  3.65607  -0.1286
C  -0.27851  -1.60416  4.90687  -0.0042
C  -1.15193  -0.76158  5.55938  -0.0242
C  -1.52848  0.42951  4.96813  -0.0052
C  -1.03300  0.78795  3.72564  -0.1159
C  -1.40744  2.10926  3.08241  -0.2697
C  -2.49510  2.90653  3.80187  -0.0313
C  -0.17714  2.98695  2.82730  -0.0032
C  -0.17290  -0.08838  3.04715  -0.1613
N  0.49580  0.28886  1.81954  -0.0269
C  1.79484  0.58407  2.12022  -0.4933
O  2.21701  0.95230  3.20415  0.1000
C  2.70467  0.41152  0.95067  -0.1500
C  4.09042  0.43507  1.01471  0.0678
C  4.80583  0.20187  -0.15195  0.0254
C  4.12153  0.00324  -1.34735  0.0458
C  2.73374  0.02809  -1.32536  -0.1828
N  2.04231  0.18003  -0.18547  -0.0056
C  1.80095  -0.11460  -2.50371  -0.4720
O  2.12640  0.08382  -3.65014  0.1390
N  0.54001  -0.44799  -2.04778  -0.0588
C  -0.22434  -1.28807  -2.92194  -0.1610
C  -1.54805  -0.92948  -3.23161  -0.1393
C  -2.33044  -1.76419  -4.01092  -0.0049
C  -1.81038  -2.94799  -4.50394  -0.0280
C  -0.50837  -3.29264  -4.21281  -0.0146
C  0.31201  -2.48777  -3.42607  -0.1309
C  1.75446  -2.90666  -3.25603  -0.3644
C  2.47195  -2.67733  -4.59047  -0.0351
C  1.92475  -4.36230  -2.80649  -0.0361
C  -2.02865  0.42129  -2.76768  -0.3649
C  -3.53529  0.54560  -2.57535  -0.0255
C  -1.52062  1.50187  -3.72715  -0.0134
H  1.43058  -4.27748  2.42001  0.0886
H  -0.23989  -3.71927  2.62477  0.0656
H  0.76282  -4.06595  4.02815  0.0826
H  1.46359  -1.89587  2.00487  0.1056
H  2.44342  -2.58929  4.81432  0.0887
H  2.87364  -1.09254  4.00441  0.0689
H  3.37427  -2.64604  3.31631  0.0884
H  0.04160  -2.51093  5.39238  0.1203
H  -1.51446  -1.01392  6.54141  0.1188
H  -2.18132  1.09829  5.49880  0.1114
H  -1.82785  1.83919  2.11358  0.0966
H  -2.14809  3.28074  4.75986  0.0970
H  -3.37692  2.29109  3.95520  0.0974
H  -2.79545  3.75218  3.18632  0.0865
H  -0.25027  3.93426  3.36850  0.1563
H  -0.93510  3.76623  1.12222  0.1706
H  0.75409  2.50254  3.12585  0.1241
H  4.56648  0.63340  1.96296  0.1408
H  5.88459  0.17826  -0.12726  0.1320
H  4.64783  -0.15537  -2.27618  0.1421
H  -3.34371  -1.49222  -4.25254  0.1163
H  -2.41432  -3.58772  -5.12726  0.1195
H  -0.10785  -4.20468  -4.62628  0.1188
H  2.23172  -2.26485  -2.50129  0.1067
H  2.06951  -3.32638  -5.36235  0.0941
H  3.53175  -2.88625  -4.48057  0.0893
H  2.35835  -1.64511  -4.91355  0.0719
H  1.20564  -5.01549  -3.29044  0.0792
H  1.80946  -4.46354  -1.72997  0.0563
H  2.92006  -4.70835  -3.07119  0.0905
H  -1.51395  0.56671  -1.76151  0.0452
H  -4.05417  0.45221  -3.52662  0.0988
H  -3.77570  1.52889  -2.17784  0.0767
H  -3.91657  -0.21110  -1.89175  0.0967
H  -1.89799  1.30325  -4.72922  0.1075
H  -0.43178  1.51462  -3.77155  0.0810
H  -1.87232  2.48433  -3.42052  0.0811

=====

DFT (ωB97M-V/def2-TZVPD) results for a 2-piece molecular cluster, C15H13BCl2N4O2 overall.

- Charge: 0
- HOMO-LUMO gap: 0.1377 hartree
- E_tot: -1893.93555 hartree
- Lowest unoccupied orbital energy: -2.7 eV
- HOMO: -6.46 eV

Last column: natural (NBO) charge in e.
Atoms and positions in Å:
N  -2.51865  0.26937  3.62617  -0.3467
C  -1.68192  1.08418  3.54507  0.3390
C  -0.61480  2.06350  3.41142  -0.4420
C  -0.78465  3.35692  4.05687  -0.4213
C  -2.05399  3.90935  3.77762  0.3019
N  -3.10163  4.27475  3.38840  -0.4161
C  0.30852  4.26291  3.77769  0.4281
O  0.11893  5.46912  3.61506  -0.6072
C  1.66091  3.62519  3.59270  -0.0349
Cl  2.88234  4.69464  3.07539  0.0828
C  1.85871  2.27123  3.64929  -0.2042
Cl  3.37853  1.53322  3.52674  0.0537
C  0.71931  1.34424  3.59324  0.5616
O  0.80738  0.14222  3.45144  -0.5466
C  2.34075  -2.50846  -3.82648  -0.4055
N  1.39990  -2.93125  -2.79092  -0.5001
C  1.07037  -4.35703  -2.76595  -0.4048
C  0.38926  -2.02580  -2.38962  0.3045
C  -0.70691  -1.73401  -3.23084  -0.2599
C  -1.72192  -0.91092  -2.79674  0.0866
N  -1.73093  -0.37625  -1.53069  -0.5547
B  -2.89960  0.46273  -1.14047  0.6721
H  -0.56894  2.45481  2.40763  0.2561
C  -0.64723  -0.61630  -0.71794  0.1002
C  0.41515  -1.38940  -1.13031  -0.2244
H  2.33387  -1.41043  -3.88125  0.2112
H  3.35925  -2.83879  -3.58312  0.2171
H  2.09810  -2.92209  -4.82030  0.1838
H  0.19780  -4.50383  -2.10951  0.2117
H  0.83675  -4.76156  -3.76759  0.1848
H  1.90865  -4.94670  -2.36844  0.2170
H  -0.72836  -2.16988  -4.23430  0.2546
H  -2.55896  -0.65766  -3.45401  0.2337
H  -2.60685  1.63853  -1.15280  -0.0407
H  -3.80665  -0.09108  -0.57641  -0.0328
H  -0.64556  -0.16791  0.27351  0.2661
H  1.29303  -1.53754  -0.50060  0.2752

=====

DFT (ωB97M-V/def2-TZVPD) results for C6H8B2CrF10NO10S2 as an isolated structure.

- Charge: +1
- HOMO-LUMO gap (spin up / spin down): 0.2804 / 0.1465 hartree
- Spin multiplicity: 5
- ⟨S²⟩: 6.0465
- E_tot: -3929.70015 hartree
- Lowest unoccupied orbital energy (spin up / spin down): -7.4 / -11.0 eV
- HOMO (spin up / spin down): -15.01 / -15.00 eV

Last column: natural (NBO) charge in e.
Atoms and positions in Å:
Cr  -6.31132  -17.67498  29.52473  1.6025
N  -7.00354  -16.14904  28.59760  -1.0310
S  -7.26285  -14.62093  28.76278  2.3670
O  -8.59758  -14.07280  28.92264  -0.4949
O  -6.24590  -13.78338  28.20693  -0.5232
F  -6.78818  -14.53196  30.25090  -0.4110
S  -7.57124  -15.96355  26.89377  2.2844
O  -6.43689  -15.69442  26.03516  -0.7281
O  -8.85895  -15.35613  26.57628  -0.7293
F  -7.94525  -17.54727  26.76744  -0.4437
B  -6.04170  -20.16837  29.36196  1.3106
F  -6.60529  -21.45723  29.29878  -0.5120
F  -6.38579  -19.52097  30.51727  -0.4425
F  -4.71084  -20.20387  29.13615  -0.5056
F  -6.54995  -19.26661  28.37797  -0.4377
B  -3.88023  -16.99817  29.18930  1.2939
F  -2.61716  -17.14636  28.88181  -0.4847
F  -4.72930  -17.45214  28.14935  -0.4916
F  -4.38991  -17.89319  30.11649  -0.4489
F  -4.15084  -15.79519  29.58292  -0.5072
C  -11.73291  -16.84674  31.24469  -0.0904
C  -11.49888  -15.99886  29.98787  -0.1042
O  -10.31574  -16.48284  29.47087  -0.4669
C  -9.67871  -17.23694  30.35916  1.0493
O  -8.58069  -17.78139  30.19950  -0.6373
O  -10.49145  -17.39886  31.41135  -0.4485
H  -12.47752  -17.61862  31.05012  0.2035
H  -12.05381  -16.22342  32.07930  0.2156
H  -11.36278  -14.95610  30.27460  0.1965
H  -12.36611  -16.19989  29.35891  0.2258
C  -6.38298  -16.56763  34.79886  -0.1109
C  -5.00290  -15.98821  34.57979  -0.1115
O  -4.71641  -16.38079  33.23888  -0.4307
C  -5.91635  -16.74330  32.67999  1.0667
O  -6.20162  -16.79829  31.47550  -0.6659
O  -6.86034  -16.90219  33.57600  -0.4245
H  -6.98217  -15.93152  35.45034  0.2234
H  -6.33303  -17.53810  35.29263  0.2019
H  -4.40642  -16.59316  35.26268  0.2205
H  -4.76836  -14.93574  34.73914  0.2206

=====

DFT (ωB97M-V/def2-TZVPD) results for C31H34AsBF5N8SSeTi as an isolated structure.

- Charge: 0
- Energy above the lowest of the compared OMol25 structures with the same formula, charge and spin: 212.0 kJ/mol
- HOMO-LUMO gap (spin up / spin down): 0.2049 / 0.2160 hartree
- Spin multiplicity: 2
- ⟨S²⟩: 0.7534
- E_tot: -8048.91345 hartree
- Lowest unoccupied orbital energy (spin up / spin down): -0.4 / -0.1 eV
- HOMO (spin up / spin down): -5.97 / -5.96 eV

Last column: Löwdin charge in e.
Atoms and positions in Å:
Ti  -0.08827  0.27536  0.04739  0.8445
C  -1.59600  1.49032  -3.09226  -0.0456
C  -0.89592  2.43744  -2.18264  -0.3572
C  -0.63107  3.79016  -2.39272  0.0029
C  0.10499  4.18786  -1.29744  -0.0329
N  0.26416  3.13810  -0.48134  0.0348
N  -0.35012  2.05273  -1.02593  -0.0685
B  0.88869  3.12482  0.94815  -0.6448
N  2.05406  2.11527  1.04136  0.0450
C  3.32190  2.21788  1.44538  -0.0289
C  3.88373  0.95549  1.46751  0.0104
C  2.87223  0.09626  1.05670  -0.3282
C  2.93327  -1.38575  0.91052  -0.0281
N  1.76543  0.80492  0.79349  -0.0433
N  -0.21088  2.60545  1.92863  0.0323
C  -0.62805  3.10180  3.09633  -0.0487
C  -1.70980  2.36217  3.52701  0.0002
C  -1.90157  1.39292  2.54385  -0.3032
C  -3.00679  0.39004  2.50621  -0.0108
N  -0.96941  1.52612  1.58740  0.0114
N  1.26559  4.54437  1.30943  -0.0109
C  0.40565  5.57044  1.54194  -0.1048
C  1.12051  6.73742  1.51905  -0.0187
C  2.44684  6.33568  1.23882  -0.3491
C  3.66244  7.18757  1.07971  -0.0356
N  2.51928  5.02543  1.10336  0.1272
H  -2.35852  2.01823  -3.66412  0.0854
H  -0.86457  1.05829  -3.77913  0.0687
H  -2.06975  0.67322  -2.54924  0.0563
H  -0.91545  4.38533  -3.24215  0.1114
H  0.53550  5.14518  -1.05560  0.1291
H  3.73701  3.18546  1.66112  0.1094
H  4.89416  0.69446  1.72734  0.1106
H  3.95493  -1.68808  0.68471  0.0878
H  2.62743  -1.87692  1.83473  0.0791
H  2.28831  -1.73094  0.10127  0.0305
H  -0.13612  3.94778  3.54462  0.1274
H  -2.29509  2.51132  4.41732  0.1093
H  -3.88952  0.82164  2.97713  0.0883
H  -3.26360  0.11474  1.48642  0.0747
H  -2.74702  -0.51952  3.04961  0.0839
H  -0.64878  5.39795  1.68390  0.1251
H  0.74979  7.73486  1.68294  0.1013
H  3.71211  7.94985  1.85726  0.0750
H  4.55825  6.57211  1.13253  0.0748
H  3.65829  7.69692  0.11469  0.0776
F  -2.84460  -1.81769  -0.63640  0.0304
C  -2.18971  -2.20504  0.49365  -0.2945
C  -1.11798  -1.47151  0.94126  -0.1142
C  -0.55315  -1.94618  2.10560  -0.2568
F  0.44824  -1.23220  2.67855  0.0586
C  -0.97932  -3.07349  2.78573  -0.1468
F  -0.38767  -3.48118  3.91019  0.1223
C  -2.06474  -3.77515  2.28350  -0.1363
F  -2.50668  -4.86708  2.90500  0.1292
C  -2.68610  -3.32898  1.12987  -0.1707
F  -3.72668  -4.00641  0.63029  0.1113
C  -0.90992  -4.37869  -1.54550  -0.2319
As  -0.53100  -2.80096  -2.62010  0.8391
C  0.70574  -3.46227  -3.94363  -0.2719
C  -2.14567  -2.47050  -3.63121  -0.2501
S  0.57485  -0.96426  -2.02511  0.1877
H  -0.75425  -5.25773  -2.17067  0.0369
H  -1.94016  -4.35960  -1.20003  0.0196
H  -0.23351  -4.40666  -0.69359  0.0395
H  0.23579  -4.22755  -4.56079  0.0376
H  1.57823  -3.87102  -3.43612  0.0379
H  1.03699  -2.62309  -4.55356  0.0350
H  -2.51842  -3.41369  -4.03044  0.0394
H  -1.89361  -1.79917  -4.45044  0.0379
H  -2.89710  -2.01334  -2.99504  0.0168
Se  2.33981  1.24125  -2.49361  0.5908
C  3.35915  -0.03543  -3.46727  -0.7065
C  3.83038  -1.21188  -2.88141  -0.1753
C  4.53850  -2.15154  -3.61625  -0.1153
C  4.79818  -1.94298  -4.96406  -0.1203
C  4.34184  -0.77263  -5.56104  -0.1107
C  3.63216  0.16286  -4.82534  -0.1527
H  3.64469  -1.38287  -1.82868  0.0635
H  4.89836  -3.05118  -3.12885  0.0951
H  5.35430  -2.67326  -5.53790  0.0901
H  4.54037  -0.58873  -6.61046  0.0948
H  3.27304  1.06722  -5.30081  0.0852

=====

We obtain strongest force on any atom values of 1.7 3.0 7.6 1.0 eV/A for the records listed above, in that order.
We obtain molecular weight values of 1052.71 363.01 581.86 858.29 g mol⁻¹ for the records listed above, in that order.